C34H67FN5O10S | the ωB97M-V functional and the def2-TZVPD basis

Geometry as XYZ:
```
118
C34H67FN5O10S the ωB97M-V functional and the def2-TZVPD basis
C -2.05813 5.22208 0.03809
C -2.29809 4.06349 0.28867
C -2.56716 2.62190 0.60998
O -3.91708 2.40367 0.25054
N -1.76519 1.79771 -0.40355
O -2.06035 2.16206 -1.69706
C -1.96088 0.34943 -0.09867
O -1.35471 -0.34012 -1.16911
C -2.16290 -1.43554 -1.64941
C -3.26821 -1.00517 -2.65856
C -4.25809 -2.24333 -2.74335
C -2.71629 -0.74251 -4.10110
C -3.52905 0.28755 -4.93292
C -3.51025 1.73668 -4.35963
C -5.02107 -0.12372 -5.15985
C -1.24138 0.04273 1.26243
C -1.92400 -1.23696 1.90228
C -0.98057 -2.43464 2.21333
S -0.82307 -3.58094 0.76648
C 0.90904 -3.72449 0.42142
N 1.91332 -4.06730 1.18858
N 3.03376 -3.97296 0.43301
C 2.71004 -3.59962 -0.78009
O 1.36169 -3.43216 -0.83544
C 0.27673 -0.21899 0.87790
O 1.09114 -0.07218 2.05725
C 2.25129 0.63969 1.81600
C 2.60014 1.71568 2.87246
O 2.98310 0.43966 0.88450
N -1.22987 1.14387 2.23404
C -2.34076 2.14736 2.10817
N -3.58278 1.47100 2.49807
C -4.06261 1.57266 3.68456
C -3.50571 0.91232 4.96705
C -5.35224 2.42099 3.90892
C -1.88828 3.28038 3.07818
F -2.82610 4.30679 3.18363
C -0.43332 3.82638 2.77084
C -0.42127 5.36532 3.01446
H -1.93430 6.19008 -0.44055
H -4.14269 3.02493 -0.46457
H -0.78196 2.08202 -0.26602
H -2.85168 1.67740 -2.00974
H -3.01587 0.02075 -0.08521
H -2.66178 -1.99864 -0.84041
H -1.45944 -2.13332 -2.15037
H -3.90457 -0.17093 -2.27250
H -4.44241 -2.64110 -1.71829
H -3.85615 -3.04798 -3.38115
H -5.24043 -1.86901 -3.08624
H -1.63547 -0.50118 -4.01517
H -2.76756 -1.70795 -4.65264
H -3.06409 0.31031 -5.94445
H -3.99273 2.40084 -5.09576
H -2.45708 2.04440 -4.22663
H -4.11323 1.79274 -3.42389
H -5.39227 0.45018 -6.03608
H -5.12527 -1.19479 -5.43114
H -5.66952 0.12775 -4.29640
H -2.34642 -0.90987 2.87581
H -2.79607 -1.61219 1.32650
H -1.48987 -3.05308 2.98343
H -0.00039 -2.16432 2.64405
H 3.41755 -3.43058 -1.59509
H 0.61927 0.57004 0.16708
H 0.42669 -1.18250 0.36651
H 1.87399 1.64910 3.71020
H 3.58769 1.49207 3.32648
H 2.59782 2.72310 2.41240
H -1.16893 0.82890 3.19412
H -3.28400 1.71830 5.70362
H -4.24525 0.24042 5.45140
H -2.58485 0.32211 4.80246
H -5.38424 2.74856 4.96767
H -6.20139 1.74405 3.67346
H -5.30623 3.27244 3.20978
H -1.76815 2.89455 4.11618
H -0.10953 3.55390 1.74704
H 0.29054 3.40109 3.48990
H -1.14139 5.92106 2.38994
H -0.65298 5.61251 4.07221
H 0.57976 5.80360 2.81342
C -0.51963 4.99339 -5.17488
C -1.18240 4.30109 -6.35097
O -2.52771 3.94542 -6.03503
H -0.52612 4.34408 -4.29638
H 0.51273 5.25930 -5.40798
H -1.06256 5.90346 -4.90634
H -0.65116 3.38339 -6.60328
H -1.18474 4.95085 -7.23100
H -3.00048 4.75826 -5.82293
C 7.29044 -4.76902 1.91235
C 6.70668 -5.61097 0.79319
O 5.38761 -6.03292 1.11392
H 7.30870 -5.33553 2.84482
H 8.30733 -4.44994 1.67415
H 6.67701 -3.88116 2.08694
H 7.30910 -6.50585 0.63502
H 6.67993 -5.04215 -0.14425
H 4.85049 -5.23960 1.24320
C 7.01012 0.42877 3.96040
C 6.53336 1.49362 4.92995
O 5.19122 1.23721 5.34366
H 6.36206 0.39332 3.08222
H 8.03276 0.62585 3.63464
H 6.97608 -0.56004 4.42489
H 6.54884 2.47552 4.45716
H 7.17568 1.52702 5.81495
H 5.17874 0.37400 5.77159
C 4.29636 -5.63827 -3.67182
C 3.92466 -6.64137 -2.59274
O 4.16132 -7.97013 -3.04060
H 3.72044 -5.82375 -4.58013
H 4.10919 -4.61434 -3.34132
H 5.35229 -5.73016 -3.93720
H 2.86536 -6.56319 -2.34421
H 4.50482 -6.46722 -1.67980
H 5.09871 -8.04682 -3.24894
```

Calculated values
Molar mass (g mol⁻¹): 757.00
E_HOMO (hartree): -0.3941
Net charge: +1
Kohn-Sham gap (eV): 8.22

C2H6N4OS | the ωB97M-V functional and the def2-TZVPD basis

Geometry as XYZ:
```
14
C2H6N4OS the ωB97M-V functional and the def2-TZVPD basis
C 0.80372 1.25239 -0.07699
C -0.10206 -0.98742 0.28259
H 2.44462 -1.00674 -0.17689
H 1.56101 -1.20814 -1.62243
H 1.40824 1.66792 -0.87287
H -0.45081 1.59264 1.34306
H -2.00594 -1.16804 1.24405
H -2.98222 1.15825 -0.19284
N 1.86987 -0.52236 -0.94633
N 0.62517 -0.13743 -0.44663
N 0.26489 2.02690 0.76888
N -1.43658 -0.50057 0.69373
O 0.31647 -2.06194 0.72092
S -2.31640 -0.10547 -0.71826
```

Calculated values
Molar mass (g mol⁻¹): 134.16
ΔE to the lowest compared entry with this formula, charge and spin (kcal/mol): 70.66
SMILES: [H]/N=C\N(N)C(=O)NS
E_HOMO (hartree): -0.3526
Net charge: 0
Kohn-Sham gap (eV): 9.93